C23H41BrP2Ti | the ωB97M-V functional and the def2-TZVPD basis

```
68
Properties=species:S:1:pos:R:3:forces:R:3
H -2.0272 2.1061 -3.5237 0.74 -0.30 0.47
H 0.3282 2.1720 1.5554 0.53 -0.20 -0.16
H 1.9977 1.8348 0.9815 -0.37 -0.01 0.11
H 3.3278 0.0744 -0.1786 -0.35 -0.60 0.15
C 1.7796 1.1337 -4.2479 2.03 0.47 -0.47
H -1.5396 0.4722 -6.6315 0.29 0.95 0.13
C 0.7264 -2.7127 -1.6490 0.51 -1.13 -0.37
H -4.2174 0.4441 -3.3785 -0.80 0.51 0.87
H -0.6217 2.3722 -5.8929 -0.35 -0.66 0.61
H -1.9963 -3.0813 -0.7586 -0.01 0.16 -0.04
C -2.1138 -2.1354 -0.2214 -0.82 -0.88 1.04
H 4.6552 0.1133 -1.9183 0.09 -0.28 -0.39
H 0.6281 -1.3331 -6.2754 -0.05 0.54 0.57
C -0.9617 -1.2328 -0.3178 1.19 0.93 -1.27
H 2.7301 1.0474 -4.8354 -0.54 0.36 0.09
C 1.0741 1.3771 1.3749 0.10 0.67 0.27
Br -0.5568 2.9120 -1.1916 0.30 0.29 -0.37
H -4.7915 -0.3117 -1.7575 0.28 0.52 -0.42
C -1.9254 0.5541 1.2181 -0.98 0.73 0.51
H -3.1283 -3.6016 -2.9739 -0.26 0.81 -1.08
H -0.9966 -1.7936 -4.0455 -0.08 0.00 0.13
C 0.5166 0.3669 0.4299 0.31 -0.74 0.05
C 0.9562 -0.0839 -4.4742 1.59 -0.71 1.05
C 0.3988 -0.3119 -5.8984 -0.18 0.39 -0.01
H -0.2256 -0.7899 -2.9938 -1.67 -1.41 -0.92
C -1.2820 -0.8937 -3.4943 1.89 0.69 -0.19
Ti 0.0282 0.7902 -2.3386 1.40 -0.66 3.23
C -3.3058 -2.7079 -3.6364 -1.70 1.27 -0.01
H 3.1326 -1.6414 -0.6725 -0.06 0.22 0.02
C 1.2645 -0.6174 -0.2600 -0.54 0.37 0.57
C -1.1206 -0.1331 -5.8320 -0.24 0.07 -1.49
H -0.1309 -3.3529 -1.8954 0.13 0.13 0.03
C -0.8539 -0.0095 0.3746 0.49 -0.18 0.01
C -1.6137 0.2701 -4.4581 -0.05 -0.83 -0.74
H 4.3765 2.5105 -1.9399 -0.31 0.19 0.15
H 4.6280 0.5161 -3.6598 -0.33 -0.27 0.23
P -2.7982 -1.2050 -2.7627 -0.44 -1.22 2.50
C 4.0614 0.0382 -2.8405 0.17 0.38 0.49
H 2.9339 -1.1616 1.0198 -0.38 0.17 -0.64
H -4.3963 -2.4664 -3.8530 1.10 -1.21 0.03
H -1.6996 1.5617 1.6135 -0.04 -0.46 -0.40
C -1.0902 1.5721 -3.8041 -2.95 0.23 -2.55
H -2.1188 -0.0670 2.1153 0.14 0.06 -0.41
P 2.5881 1.0537 -2.4527 -1.79 -0.87 -2.28
H 1.4115 3.2438 -3.9109 -0.36 -0.35 -0.33
H -1.5642 -1.0500 -6.1942 -0.43 -0.84 0.67
H 1.3388 0.9789 2.3779 -0.20 -0.13 -0.58
H -0.7517 3.5137 -4.6415 0.10 0.06 0.25
H 1.2403 -2.4778 -2.6062 -0.33 0.07 0.47
C 1.0990 2.4701 -4.6454 1.28 0.71 0.51
H 2.7961 2.9525 -1.1009 0.80 -0.15 -0.86
C -3.9750 0.1551 -2.3377 1.01 -0.47 -0.89
H -3.4331 0.9795 -1.7985 -0.51 -0.87 -0.45
H -2.8885 0.6285 0.6738 0.38 -0.03 0.28
H 1.4349 -3.3464 -1.1025 -0.10 -0.11 -0.08
H 0.8640 0.3396 -6.6810 -0.29 -0.11 0.88
C 0.3442 -1.5498 -0.8239 -0.41 0.80 -0.15
C 3.2909 2.6275 -2.0613 -0.03 1.53 1.19
H -2.7157 0.1962 -4.5257 0.24 0.89 -0.44
H 1.5961 2.7717 -5.5571 -0.07 0.24 -0.36
H 3.1050 3.4394 -2.7800 0.03 -0.42 0.04
H -2.6982 -2.5824 -4.5618 -0.72 -1.00 0.52
H 1.5037 -1.0285 -4.2566 0.09 0.75 0.38
H 3.8518 -1.0106 -3.0424 -0.06 0.10 -0.08
C 2.7238 -0.8512 -0.0327 0.70 0.29 0.29
H -2.2314 -2.4083 0.8423 0.10 -0.17 -0.14
H -3.1003 -1.7095 -0.4400 0.08 0.04 -0.04
C -0.4121 2.4927 -4.8129 0.69 0.66 -0.18
```
Positions in Å, forces in eV/Å.

Results
**Total charge**: +1
**E_tot**: -136239.1264 eV
**Spin multiplicity**: 2
**HOMO-LUMO gap (alpha / beta)**: 6.56 / 5.24 eV
**Energy above the lowest of the compared OMol25 structures with the same formula, charge and spin**: 173.4 kcal/mol
**HOMO energy (alpha / beta)**: -9.77 / -9.75 eV
**⟨S²⟩**: 0.755